Record 1
Computed, not measured: 2 unconnected molecules or ions with the total composition C4H6BrN, with ωB97M-V/def2-TZVPD.

Each line ends with the Mulliken charge.
Geometry (Å):
H  -0.94705  2.94515  0.61756  0.282
H  -0.44146  2.42089  -1.03897  0.273
C  -0.36885  0.81502  0.11611  0.252
H  -1.31945  0.44084  0.31092  0.389
C  0.27213  -2.41770  0.05888  0.054
H  -1.24429  -3.73251  -0.19511  0.278
N  -0.87330  -2.68591  -0.09108  -0.382
Br  2.47592  0.15320  -0.10159  -0.159
C  -0.24700  2.28061  0.02087  -1.129
C  0.62783  0.00328  0.23495  -0.495
H  0.71512  2.52271  0.21193  0.384
H  1.35038  -2.74557  -0.14445  0.253

Calculated values
LUMO level (alpha / beta) ... 0.34 / 0.34 eV
Gap between HOMO and LUMO (alpha / beta) ... 8.113 / 8.118 eV
Highest occupied orbital energy (alpha / beta) ... -7.8 / -7.8 eV
Total charge ... 0

***

Record 2
Computed, not measured: a gas-phase ion, C4H6BrN2 (charge +1), with ωB97M-V/def2-TZVPD.

Each line ends with the Mulliken charge.
Geometry (Å):
Br  -4.34896  -0.21572  0.14880  -0.012
N  -1.45961  -0.59691  0.32324  -0.171
H  1.44747  -1.23703  -0.43471  0.313
C  0.95882  -0.80408  0.41569  -1.052
H  1.70385  -0.05267  0.89076  0.319
H  0.17972  1.86968  -0.96436  0.333
C  -2.62834  0.36682  -0.23941  0.000
C  -0.28294  -0.07633  -0.00497  0.583
H  0.74350  -1.51291  1.09164  0.359
H  -2.25264  2.04785  -1.47045  0.407
N  -0.51501  1.09563  -0.59630  -0.101
H  -1.55775  -1.46588  0.85839  0.230
C  -1.87818  1.35443  -0.77632  -0.209

Calculated values
LUMO level ... -3.21 eV
Gap between HOMO and LUMO ... 10.669 eV
Highest occupied orbital energy ... -13.9 eV
SMILES ... Cc1[nH]cc(Br)[nH+]1
Total charge ... +1

***

Listing energy above the lowest of the compared OMol25 structures with the same formula, charge and spin for the structures above in their given order: 101.3 8.9 kcal per mole.